Entry 1:
{
  "formula": "C32H27IrN3O6PS",
  "method": "ωB97M-V with the def2-TZVPD basis set",
  "e_lumo_ev": [-3.63, -4.90],
  "spin_multiplicity": 2,
  "s_squared": 0.755,
  "relative_energy_kcal_mol": 31.1,
  "orbital_gap_ev": [7.17, 5.89],
  "homo_energy_ev": [-10.80, -10.79],
  "total_charge": 1,
  "e_tot_ha": -2694.9775,
  "species": ["Ir", "O", "C", "C", "C", "C", "C", "C", "C", "O", "N", "N", "C", "C", "C", "C", "C", "C", "N", "H", "H", "H", "H", "H", "H", "H", "H", "H", "H", "O", "S", "O", "O", "C", "C", "C", "C", "C", "C", "P", "C", "C", "C", "C", "C", "C", "C", "C", "C", "C", "C", "C", "H", "H", "H", "H", "H", "H", "H", "H", "H", "H", "H", "H", "H", "H", "C", "O", "H", "H", "H"],
  "positions_angstrom": [[-0.00822, -1.30300, -0.33636], [0.48169, -0.54516, -5.58777], [-0.12487, 0.55387, -5.12454], [-0.25382, 1.62502, -6.01138], [-0.88325, 2.78325, -5.61647], [-1.39814, 2.91927, -4.32383], [-1.25804, 1.88191, -3.43589], [-0.62201, 0.68753, -3.81186], [-0.45892, -0.37164, -2.83227], [-0.79687, -0.06058, -1.57119], [-0.03638, -1.55993, -3.17748], [0.09821, -2.37555, -2.07601], [0.16221, -3.64437, -2.17645], [0.33322, -4.37708, -0.91143], [0.28683, -5.75687, -0.84703], [0.41132, -6.36395, 0.39567], [0.59678, -5.56880, 1.51064], [0.65804, -4.19040, 1.34792], [0.53287, -3.60524, 0.16605], [0.46056, -1.23894, -4.90299], [0.14275, 1.50852, -7.01044], [-0.98143, 3.59666, -6.32388], [-1.89902, 3.83007, -4.02640], [-1.63855, 1.97030, -2.42725], [0.10975, -4.13884, -3.13991], [0.14806, -6.33852, -1.74812], [0.36311, -7.44067, 0.48440], [0.70303, -5.99792, 2.49664], [0.84884, -3.53429, 2.18644], [1.76205, -0.35256, -1.03699], [2.82532, -0.77215, -0.04233], [4.05587, -1.25014, -0.56495], [2.09995, -1.67907, 0.87314], [3.02181, 0.63366, 0.98993], [4.26820, 1.11640, 1.32728], [4.36170, 2.13777, 2.26552], [3.21437, 2.64237, 2.85217], [1.96364, 2.13827, 2.50945], [1.84606, 1.12187, 1.57108], [0.13418, 0.56161, 1.16760], [-0.60224, 0.39434, 2.81866], [-0.34650, -0.80561, 3.48288], [-0.87404, -1.03288, 4.74207], [-1.66617, -0.06471, 5.34707], [-1.91183, 1.13558, 4.69727], [-1.38102, 1.36823, 3.43527], [-0.59393, 2.03078, 0.39437], [-1.97705, 2.20169, 0.33159], [-2.51334, 3.33905, -0.24882], [-1.67676, 4.30379, -0.79691], [-0.30372, 4.12065, -0.77523], [0.23785, 2.98947, -0.17942], [5.14828, 0.68968, 0.86464], [5.33165, 2.52898, 2.54049], [3.28413, 3.43253, 3.58754], [1.08133, 2.54839, 2.98436], [0.28123, -1.55582, 3.01448], [-0.67068, -1.96453, 5.25334], [-2.08837, -0.24587, 6.32651], [-2.51627, 1.89736, 5.17131], [-1.57655, 2.31127, 2.94267], [-2.64574, 1.45823, 0.74262], [-3.58696, 3.47091, -0.27649], [-2.09882, 5.19343, -1.24580], [0.35279, 4.85567, -1.22110], [1.31185, 2.85913, -0.17190], [-2.74503, -1.29512, 0.65942], [-1.68327, -2.04911, 0.11334], [-3.21363, -0.70861, -0.13722], [-2.41816, -0.64302, 1.46707], [-3.46991, -2.00651, 1.05520]]
}

Entry 2:
{
  "formula": "C32H27N10OSm",
  "method": "ωB97M-V with the def2-TZVPD basis set",
  "e_lumo_ev": [-6.73, -5.63],
  "spin_multiplicity": 6,
  "s_squared": 8.759,
  "relative_energy_kcal_mol": 0.0,
  "orbital_gap_ev": [6.00, 7.10],
  "homo_energy_ev": [-12.73, -12.73],
  "total_charge": 2,
  "e_tot_ha": -2515.8642,
  "species": ["Sm", "C", "N", "C", "C", "C", "C", "C", "N", "C", "C", "C", "C", "C", "C", "H", "H", "H", "H", "H", "H", "H", "H", "H", "H", "H", "C", "N", "C", "N", "C", "N", "C", "C", "C", "C", "C", "C", "C", "N", "N", "C", "O", "C", "C", "C", "C", "C", "C", "N", "C", "N", "C", "N", "C", "H", "H", "H", "H", "H", "H", "H", "H", "H", "H", "H", "H", "H", "H", "H", "H"],
  "positions_angstrom": [[-0.69206, 2.23137, -0.20669], [-1.11727, 5.52788, 0.50328], [-0.29174, 4.34634, 0.73276], [0.90782, 4.54059, 1.22782], [1.79641, 3.48647, 1.31581], [3.14292, 3.48016, 1.67801], [3.66711, 2.16595, 1.44515], [2.54670, 1.42766, 0.95458], [1.37527, 2.15606, 0.87164], [-2.24314, 5.07348, -0.39341], [-3.57869, 5.33616, -0.06405], [-4.62146, 4.79179, -0.81085], [-4.36638, 3.95620, -1.93913], [-3.02492, 3.82069, -2.32914], [-1.98598, 4.36324, -1.58641], [-0.43533, 6.32211, 0.09846], [-1.53760, 5.85923, 1.42073], [1.27906, 5.45753, 1.70012], [3.81035, 4.27592, 2.13983], [4.70499, 1.85092, 1.66148], [2.48635, 0.36077, 0.72688], [-3.78594, 5.90200, 0.84940], [-5.62329, 5.07182, -0.60577], [-5.15277, 3.49068, -2.54012], [-2.82579, 3.29489, -3.29952], [-0.94428, 4.26620, -1.95554], [1.03543, -1.45848, -4.30064], [0.48049, -0.27575, -3.56166], [0.31308, -0.04870, -2.26670], [-0.44295, 1.10559, -2.13479], [-0.57010, 1.52763, -3.47569], [-0.05102, 0.68767, -4.32036], [2.01202, -2.27022, -3.55505], [3.30071, -2.48638, -4.07064], [4.30167, -3.20445, -3.38492], [3.98052, -3.80539, -2.17564], [2.68399, -3.62830, -1.67741], [1.72752, -2.84016, -2.30597], [2.38195, -4.17822, -0.37968], [3.19755, -4.91170, 0.37451], [2.59629, -5.09408, 1.56874], [1.38973, -4.56253, 1.53572], [1.21226, -3.97952, 0.26343], [0.48761, -4.31525, 2.62685], [0.61790, -4.97197, 3.88529], [-0.24469, -4.73522, 4.92569], [-1.29403, -3.80929, 4.71931], [-1.43047, -3.11455, 3.49697], [-2.55126, -2.03852, 3.44077], [-2.33322, -1.09284, 2.32369], [-1.60435, 0.04387, 2.28352], [-1.85623, 0.68625, 1.10872], [-2.74371, -0.16608, 0.48663], [-3.12866, -1.21336, 1.18611], [-0.52947, -3.41926, 2.43024], [1.43491, -1.10617, -5.22788], [0.06418, -2.03906, -4.55364], [0.68747, -0.64237, -1.47779], [-1.15307, 2.42840, -3.77686], [3.42889, -2.20697, -5.08648], [5.24683, -3.35608, -3.89694], [4.69599, -4.44045, -1.68744], [0.71348, -2.73472, -1.91117], [1.29367, -5.80238, 3.87745], [-0.07226, -5.26805, 5.81308], [-2.02804, -3.63781, 5.51294], [-2.62703, -1.50340, 4.41871], [-3.47393, -2.63542, 3.29347], [-0.92993, 0.32373, 3.07492], [-3.17154, 0.18146, -0.47875], [-0.53853, -2.84761, 1.46401]]
}

Entry 3:
{
  "formula": "C32H28BF5N7RuS",
  "method": "ωB97M-V with the def2-TZVPD basis set",
  "e_lumo_ev": [-0.35, -3.39],
  "spin_multiplicity": 6,
  "s_squared": 8.829,
  "relative_energy_kcal_mol": 59.8,
  "orbital_gap_ev": [4.54, 5.13],
  "homo_energy_ev": [-4.89, -8.53],
  "total_charge": 0,
  "e_tot_ha": -2636.5718,
  "species": ["Ru", "B", "N", "C", "C", "C", "N", "N", "C", "C", "C", "N", "H", "H", "H", "H", "H", "H", "H", "H", "N", "C", "C", "C", "C", "C", "C", "H", "H", "H", "H", "H", "H", "H", "C", "C", "C", "C", "C", "C", "C", "C", "H", "H", "H", "H", "H", "S", "C", "C", "C", "N", "C", "C", "C", "C", "C", "N", "C", "C", "H", "H", "H", "H", "H", "H", "H", "H", "F", "C", "F", "C", "F", "F", "F"],
  "positions_angstrom": [[0.00797, -0.75333, 1.05323], [-0.47023, -4.38863, 1.83738], [0.61951, -3.80624, 0.89864], [1.51905, -4.62988, 0.35612], [2.49244, -3.88210, -0.28191], [2.09886, -2.56887, -0.07664], [0.95881, -2.54111, 0.62691], [-1.47749, -3.35625, 2.36097], [-2.35553, -3.61491, 3.33542], [-3.21981, -2.53924, 3.45039], [-2.77985, -1.64018, 2.48818], [-1.72913, -2.15770, 1.83967], [0.08523, -4.87313, 2.77615], [-1.07985, -5.20638, 1.20831], [1.42545, -5.69235, 0.45348], [3.35814, -4.23394, -0.80289], [2.58770, -1.66605, -0.39651], [-2.32690, -4.53767, 3.87702], [-4.03680, -2.42313, 4.13199], [-3.16360, -0.67142, 2.22761], [-1.73664, -1.19962, -0.81833], [-2.42287, -0.19581, -1.59225], [-2.03604, 1.13198, -1.50036], [-2.71130, 2.10489, -2.21601], [-3.75690, 1.75462, -3.05211], [-4.13656, 0.42646, -3.16103], [-3.47875, -0.54575, -2.42832], [-2.41780, -1.71285, -0.25369], [-1.30356, -1.88540, -1.43780], [-1.20713, 1.39064, -0.85924], [-2.41529, 3.13920, -2.12350], [-4.27505, 2.51130, -3.62167], [-4.94649, 0.14353, -3.81769], [-3.78545, -1.58086, -2.50707], [-0.95126, 0.85757, 1.55373], [-1.66622, 1.82672, 1.79256], [-2.51852, 2.93083, 1.94522], [-3.90641, 2.73424, 1.96445], [-4.75482, 3.81533, 2.06617], [-4.24038, 5.10196, 2.14749], [-2.86717, 5.30387, 2.15320], [-2.00628, 4.23054, 2.05532], [-4.29588, 1.72922, 1.90409], [-5.82324, 3.66011, 2.08430], [-4.91167, 5.94562, 2.20168], [-2.47500, 6.30710, 2.23474], [-0.93712, 4.37493, 2.06450], [3.78333, 2.54365, -3.63203], [2.73478, 1.67989, -2.52029], [1.84718, 0.67529, -2.96783], [1.06552, 0.01258, -2.06980], [1.07405, 0.27281, -0.73402], [1.93411, 1.24051, -0.30167], [2.76783, 1.93288, -1.12971], [5.13225, 1.35945, -3.64860], [6.11666, 1.40036, -2.65806], [7.04359, 0.37954, -2.62419], [7.03826, -0.63345, -3.48006], [6.10315, -0.67296, -4.41887], [5.12640, 0.29211, -4.55085], [1.78966, 0.44618, -4.01967], [0.38268, -0.75526, -2.40580], [1.91992, 1.46058, 0.75964], [3.43620, 2.68145, -0.73297], [6.15932, 2.21591, -1.95265], [7.83370, 0.36789, -1.88672], [6.15087, -1.51528, -5.09503], [4.38999, 0.23482, -5.33777], [2.08669, -1.53581, 2.91951], [1.06397, -0.61145, 2.92131], [1.72475, 0.60046, 2.96288], [0.36902, -0.75689, 4.28203], [1.17846, -0.51375, 5.32157], [-0.10687, -1.99533, 4.45418], [-0.67561, 0.07598, 4.40361]]
}

Entry 4:
{
  "formula": "C32H28ClF12N5O2Re",
  "method": "ωB97M-V with the def2-TZVPD basis set",
  "e_lumo_ev": [-10.87, -10.87],
  "orbital_gap_ev": [5.62, 5.62],
  "homo_energy_ev": [-16.48, -16.48],
  "total_charge": 3,
  "e_tot_ha": -3396.3336,
  "species": ["Re", "C", "C", "C", "C", "C", "N", "C", "C", "C", "C", "C", "C", "C", "C", "O", "C", "F", "F", "F", "C", "F", "F", "F", "C", "C", "C", "O", "C", "F", "F", "F", "C", "F", "F", "F", "H", "H", "H", "H", "H", "H", "H", "H", "H", "H", "H", "H", "C", "C", "C", "C", "N", "C", "N", "N", "N", "H", "H", "H", "H", "H", "H", "H", "H", "H", "H", "Cl", "C", "C", "C", "C", "C", "C", "C", "H", "H", "H", "H", "H", "H"],
  "positions_angstrom": [[-0.44438, -1.16178, -0.20352], [-2.51308, 5.19627, 1.33090], [-1.74494, 3.92508, 1.17395], [-1.01499, 3.38635, 2.23392], [-0.30939, 2.21866, 2.07162], [-0.36262, 1.51111, 0.86450], [0.39027, 0.34132, 0.72684], [1.72692, 0.34906, 1.09533], [2.40226, 1.59327, 1.11902], [3.68479, 1.70753, 1.59162], [4.35742, 0.59104, 2.09120], [5.72842, 0.69863, 2.66746], [3.72150, -0.65993, 1.98797], [2.46111, -0.81821, 1.45819], [1.87949, -2.22923, 1.35591], [0.84103, -2.35493, 0.40255], [2.92516, -3.27780, 0.85921], [3.87721, -3.53447, 1.74020], [3.49028, -2.78857, -0.26144], [2.31572, -4.41115, 0.55152], [1.26507, -2.63209, 2.72780], [0.32783, -1.70520, 3.03395], [2.16645, -2.65105, 3.68641], [0.65054, -3.80586, 2.65405], [-1.14776, 2.00058, -0.20532], [-1.76012, 3.23057, -0.04433], [-1.23092, 1.31119, -1.58135], [-0.78145, -0.04128, -1.63048], [-0.35958, 2.06951, -2.61328], [-0.85813, 3.25336, -2.90905], [0.86707, 2.23433, -2.06457], [-0.19642, 1.36388, -3.72560], [-2.72183, 1.14091, -2.03905], [-3.44239, 2.24178, -2.01422], [-2.77024, 0.61356, -3.25022], [-3.28459, 0.26048, -1.17340], [-2.12378, 5.79950, 2.14810], [-2.52659, 5.78085, 0.41168], [-3.55723, 4.97028, 1.56935], [-0.99768, 3.90188, 3.18616], [0.27202, 1.80641, 2.88799], [1.88965, 2.46665, 0.73928], [4.17817, 2.67165, 1.58513], [5.91578, 1.69293, 3.06855], [5.90104, -0.04769, 3.44176], [6.47928, 0.52240, 1.88980], [4.26967, -1.51732, 2.34883], [-2.27590, 3.69450, -0.87037], [-6.48352, -0.69899, 1.91697], [-6.21960, -2.17566, 1.63943], [-6.04583, -2.44808, 0.14815], [-5.02824, -2.72414, 2.44640], [-3.75303, -2.09196, 2.06207], [-2.90264, -2.45337, 1.13344], [-1.97875, -1.48725, 1.05476], [-2.32658, -0.52158, 1.96499], [-3.38263, -0.87633, 2.55160], [-7.37765, -0.38149, 1.38160], [-5.66003, -0.06501, 1.57865], [-6.64593, -0.51246, 2.97938], [-7.07051, -2.75450, 2.00542], [-5.22275, -1.86281, -0.27811], [-6.94736, -2.15320, -0.38710], [-5.87845, -3.50871, -0.05656], [-4.91728, -3.79330, 2.27720], [-5.16140, -2.53489, 3.50919], [-2.91982, -3.38590, 0.59012], [6.49301, 0.31529, -7.14328], [5.37528, 0.01797, -5.94315], [4.51762, -1.10331, -6.05686], [3.61658, -1.35003, -5.07664], [3.53594, -0.49596, -3.91217], [2.64980, -0.75923, -2.93080], [4.42426, 0.64152, -3.83651], [5.30624, 0.89670, -4.83005], [4.59490, -1.74468, -6.92438], [2.94425, -2.19584, -5.15409], [2.58552, -0.13572, -2.04483], [1.98510, -1.61234, -3.01247], [4.36961, 1.29167, -2.97192], [5.96374, 1.75462, -4.79495]]
}